Record 1
Density functional theory data (wB97M-V/def2-TZVPD) for one molecule with the formula C3H11Cl2N2PSi at a distorted geometry.

Each line ends with the Löwdin spin population.
Cartesian coordinates (Å):
C  -0.830  -0.076  1.802  0.0242
C  -1.324  1.773  -0.647  0.0301
C  -1.720  -1.550  -0.703  0.0017
N  3.270  0.534  -1.498  0.5474
N  0.825  -0.258  -0.776  0.5304
Si  -0.786  0.047  -0.168  0.0557
P  2.131  0.489  -0.504  0.4347
Cl  2.310  1.779  1.126  0.1490
Cl  2.823  -1.634  0.749  0.1801
H  -1.594  0.528  2.220  0.0019
H  -1.160  -1.161  1.943  0.0004
H  0.086  0.019  2.246  -0.0002
H  -0.963  2.446  -0.042  0.0013
H  -1.016  2.027  -1.622  -0.0009
H  -2.356  1.686  -0.649  0.0028
H  -2.322  -1.634  -1.552  0.0000
H  -0.945  -2.364  -0.785  0.0003
H  -2.272  -1.836  0.172  0.0005
H  4.112  0.993  -1.506  0.0228
H  1.731  -1.807  0.195  0.0180

Results
**Multiplicity**: 3
**Charge**: 0
**Kohn-Sham gap (spin up / spin down)**: 5.51 / 6.12 eV
**Lowest unoccupied orbital energy (spin up / spin down)**: 0.0130 / -0.1355 Eh
**Energy**: -48477.04046 eV
**HOMO level (spin up / spin down)**: -0.1894 / -0.3604 Eh



Record 2
Density functional theory data (wB97M-V/def2-TZVPD) for C27H28IN4O7PSr as an isolated structure at a distorted geometry.

Each line ends with the natural charge from an NBO analysis.
Cartesian coordinates (Å):
Sr  -0.879  -2.369  -0.156  1.7863
O  -1.145  -3.537  1.814  -0.7853
C  -0.159  -2.786  2.045  0.6190
O  -0.277  -1.524  2.122  -0.8274
C  1.275  -3.209  1.540  0.6985
O  2.245  -3.318  2.255  -0.6597
O  1.177  -3.197  0.240  -0.8953
O  -0.677  0.163  -0.283  -0.7950
C  -1.694  0.785  -1.130  0.0679
C  -2.480  -0.302  -1.969  0.7777
O  -3.210  0.128  -2.840  -0.6583
O  -2.256  -1.502  -1.601  -0.8947
C  -2.633  1.526  -0.194  -0.0820
C  -3.905  1.059  0.106  -0.1319
C  -4.679  1.707  1.061  -0.2205
C  -4.191  2.823  1.723  -0.2031
C  -2.921  3.299  1.426  -0.2135
C  -2.153  2.654  0.473  -0.2078
C  -0.938  1.664  -2.106  0.0714
C  -1.573  2.693  -2.791  -0.1973
C  -0.874  3.459  -3.710  -0.2032
C  0.466  3.202  -3.972  -0.2226
C  1.101  2.158  -3.318  -0.2163
C  0.398  1.396  -2.391  -0.2743
H  -1.081  0.003  0.590  0.5069
H  -4.303  0.194  -0.409  0.2276
H  -5.670  1.335  1.285  0.2175
H  -4.800  3.324  2.464  0.2150
H  -2.533  4.175  1.931  0.2138
H  -1.167  3.037  0.229  0.2084
H  -2.620  2.886  -2.603  0.2353
H  -1.382  4.259  -4.232  0.2164
H  1.004  3.799  -4.697  0.2138
H  2.136  1.925  -3.543  0.2037
H  0.877  0.550  -1.912  0.2043
C  4.131  1.695  1.005  -0.0479
N  2.806  1.126  0.525  -0.3892
C  1.713  2.182  0.745  -0.0717
N  1.663  2.578  2.112  -0.4468
C  2.966  3.074  2.539  -0.0694
N  4.040  2.091  2.375  -0.4455
C  3.850  0.936  3.267  -0.5528
P  2.265  -0.007  3.019  0.8730
C  2.464  -0.187  1.208  -0.5550
C  1.169  1.488  2.978  -0.5471
H  4.334  2.552  0.362  0.2091
H  4.877  0.917  0.850  0.2181
H  2.862  0.960  -0.480  0.4273
H  0.795  1.717  0.413  0.2636
H  1.975  3.011  0.086  0.2116
H  2.908  3.356  3.589  0.2134
H  3.212  3.961  1.952  0.2021
H  3.904  1.286  4.298  0.2320
H  4.686  0.246  3.127  0.2295
H  1.593  -0.561  0.736  0.2695
H  3.281  -0.882  1.003  0.2549
H  1.077  1.873  3.994  0.2305
H  0.169  1.184  2.660  0.2516
I  0.223  -3.343  -3.313  0.1612
C  -0.688  -4.955  -2.323  0.1099
C  -0.634  -6.217  -2.894  -0.2740
C  -1.230  -7.254  -2.204  -0.1451
C  -1.843  -7.003  -0.988  -0.2550
C  -1.842  -5.710  -0.503  0.0667
N  -1.278  -4.690  -1.171  -0.5353
H  -0.139  -6.373  -3.840  0.2341
H  -1.208  -8.256  -2.614  0.2238
H  -2.306  -7.794  -0.417  0.2287
H  -2.278  -5.462  0.457  0.2285

Results
**Charge**: 0
**Kohn-Sham gap**: 7.74 eV
**Lowest unoccupied orbital energy**: -0.0101 Eh
**Energy**: -66973.58779 eV
**HOMO level**: -0.2944 Eh